(1)
This record from the OMol25 dataset describes C56H47N11OOsP2S as an isolated structure. The level of theory is ωB97M-V/def2-TZVPD.

```
119
Properties=species:S:1:pos:R:3:lowdin_spin:R:1
Os -0.12014 1.18016 0.60288 2.30
N -2.30514 2.40106 3.96418 0.02
C -2.03494 3.68876 3.55678 0.00
C -2.38284 4.92786 4.08218 0.00
C -1.88614 6.04726 3.43438 0.00
C -1.05244 5.93326 2.32078 0.00
C -0.71384 4.70306 1.78808 0.01
C -1.23974 3.56046 2.39438 0.00
N -1.08224 2.21586 2.11268 0.03
C -1.71534 1.55716 3.10278 0.03
C -1.62814 0.12336 3.21168 0.00
C -2.01014 -0.69854 4.24438 0.01
S -1.52344 -2.30464 3.94918 0.01
C -0.83724 -1.79194 2.46168 0.01
N -0.97284 -0.52864 2.20048 0.08
H -2.83434 2.14726 4.78748 0.00
H -2.99814 5.02316 4.96248 0.00
H -2.12754 7.02846 3.81318 0.00
H -0.64464 6.82796 1.87808 0.00
H -0.03514 4.62456 0.95528 0.00
H -2.52014 -0.43614 5.14858 0.00
H -0.33404 -2.47534 1.80348 0.00
C 4.34496 -1.15804 3.64608 0.00
N 3.20886 -0.37384 3.20238 0.00
C 2.55406 -0.34394 2.04048 0.01
N 1.61406 0.59866 2.07978 0.06
C 1.74986 1.12326 3.32698 0.01
N 2.69666 0.54846 4.00878 0.00
C 4.08956 -2.64984 3.66448 0.01
C 4.10106 -3.38844 4.85258 0.09
C 3.94326 -4.77284 4.82828 -0.01
C 3.73426 -5.44194 3.63498 0.06
C 3.68526 -4.70544 2.44428 0.04
C 3.89416 -3.31714 2.47228 0.06
C 3.40966 -5.28714 1.16328 0.11
N 3.15136 -6.52574 0.80828 0.13
N 2.89456 -6.54644 -0.46232 0.14
C 2.98126 -5.31864 -0.92862 0.11
O 3.28836 -4.47604 0.08398 -0.02
C 2.74226 -4.79314 -2.24142 0.04
C 2.54156 -5.62184 -3.35262 0.07
C 2.35946 -5.04054 -4.59572 -0.01
C 2.35546 -3.65864 -4.73822 0.09
C 2.53596 -2.82514 -3.62862 0.01
C 2.56036 -1.32344 -3.81022 0.00
N 2.25136 -0.59074 -2.60622 0.00
C 1.12046 -0.57024 -1.90292 0.00
N 1.24526 0.26886 -0.87192 0.02
C 2.52716 0.72606 -1.00462 0.01
N 3.13496 0.22016 -2.03502 0.00
C 2.72966 -3.39694 -2.39032 0.05
H 4.58546 -0.79194 4.64648 0.00
H 5.19446 -0.94714 2.98638 0.00
H 2.75266 -0.98234 1.20378 0.00
H 1.16166 1.93016 3.71508 0.00
H 4.25316 -2.88764 5.79678 0.00
H 3.98836 -5.32584 5.75328 0.00
H 3.61096 -6.51334 3.60808 0.00
H 3.94086 -2.78554 1.53548 0.00
H 2.54736 -6.69334 -3.22592 0.00
H 2.22086 -5.66504 -5.46272 0.00
H 2.22496 -3.22284 -5.71692 0.00
H 1.85736 -1.03704 -4.59802 0.00
H 3.56506 -1.00944 -4.11912 0.00
H 0.27486 -1.18944 -2.12592 0.00
H 3.00026 1.42446 -0.34332 0.00
H 2.90006 -2.77944 -1.52052 0.00
C -2.06584 0.43556 -2.49392 0.01
C -2.17444 1.93316 -2.25512 0.00
P -0.91764 2.70116 -1.12982 0.03
C -1.70264 4.35046 -1.01132 0.00
C -1.08424 5.46846 -1.57132 0.00
C -1.77874 6.66136 -1.66972 0.00
C -3.08124 6.75736 -1.19732 0.00
C -3.68864 5.65406 -0.61302 0.00
C -3.00114 4.45986 -0.50052 0.00
C 0.63966 3.04986 -2.00572 0.02
C 0.84696 2.91876 -3.37472 0.00
C 2.05646 3.31366 -3.92782 0.00
C 3.06526 3.83246 -3.12912 0.00
C 2.87486 3.94146 -1.75822 0.00
C 1.67566 3.54366 -1.19972 0.02
P -2.00154 -0.53434 -0.90472 0.17
C -3.71324 -0.52344 -0.28102 0.02
C -4.64444 -1.46684 -0.71832 0.01
C -5.92244 -1.46134 -0.18892 0.00
C -6.28524 -0.52694 0.76928 0.00
C -5.36234 0.41786 1.19748 0.00
C -4.07994 0.41536 0.67898 0.00
C -1.84614 -2.26434 -1.46772 0.03
C -1.96174 -3.26744 -0.50052 0.01
C -1.89984 -4.60164 -0.85922 0.00
C -1.73124 -4.95374 -2.19072 0.01
C -1.63624 -3.96624 -3.15752 0.00
C -1.67164 -2.62754 -2.80352 0.01
H -1.16604 0.21826 -3.07212 0.00
H -2.93764 0.09076 -3.06102 0.00
H -3.14774 2.15806 -1.80552 0.00
H -2.12184 2.47936 -3.20492 0.00
H -0.07964 5.41286 -1.96102 0.00
H -1.30704 7.51286 -2.13342 0.00
H -3.61864 7.68966 -1.27932 0.00
H -4.70074 5.72696 -0.24822 0.00
H -3.47524 3.61136 -0.02612 0.00
H 0.06796 2.53836 -4.01672 0.00
H 2.20256 3.23906 -4.99402 0.00
H 3.99086 4.16216 -3.57642 0.00
H 3.65296 4.35176 -1.13402 0.00
H 1.52856 3.62706 -0.12452 0.01
H -4.37824 -2.19204 -1.47072 0.00
H -6.63784 -2.19854 -0.52032 0.00
H -7.28424 -0.53424 1.18258 0.00
H -5.64504 1.14516 1.94218 0.00
H -3.33234 1.13136 1.01018 0.00
H -2.14924 -2.99294 0.52798 0.00
H -2.00884 -5.36844 -0.10862 0.00
H -1.70024 -5.99484 -2.47392 0.00
H -1.56484 -4.23114 -4.20082 0.00
H -1.62114 -1.88154 -3.58322 0.00
```

## Properties
- 2S+1: 5
- Electronic energy: -109118.1089 eV
- Net charge: +4
- <S²>: 6.05

(2)
This record from the OMol25 dataset describes C56H48FGeOP3PdS as an isolated structure. The level of theory is ωB97M-V/def2-TZVPD.

```
112
Properties=species:S:1:pos:R:3:mulliken_charge:R:1
Pd -0.19089 -0.11491 -0.13471 -0.16
F 3.05943 2.93941 2.73104 -0.50
Ge 1.99687 1.87897 1.79340 2.16
C 3.45981 0.73979 1.12757 -0.91
C 4.71563 0.97434 1.69684 -0.09
C 5.83303 0.26744 1.28756 -0.93
C 5.73561 -0.68061 0.27597 -0.95
C 4.50675 -0.91985 -0.30627 -0.31
C 3.37246 -0.23322 0.14186 0.16
P 1.86661 -0.58704 -0.75735 2.39
C 2.32286 -0.07742 -2.42778 1.15
C 2.76978 1.23626 -2.57819 -0.14
C 3.27405 1.66757 -3.79063 -0.57
C 3.34520 0.78776 -4.86384 -0.83
C 2.91869 -0.52283 -4.71640 -0.78
C 2.41244 -0.95993 -3.50071 -0.59
C 1.62048 -2.38079 -0.80657 0.50
C 2.40113 -3.24626 -0.03956 -0.74
C 2.26925 -4.61787 -0.19218 -1.05
C 1.34698 -5.13329 -1.09026 -1.07
C 0.52398 -4.27918 -1.81236 -1.16
C 0.65550 -2.90750 -1.67030 -0.43
C 1.04361 1.10562 3.34632 -1.06
C 1.27872 1.82799 4.52268 -0.31
C 0.79024 1.41596 5.75168 -0.93
C 0.03767 0.25428 5.84428 -0.97
C -0.21828 -0.46455 4.69201 -0.40
C 0.27781 -0.05655 3.44972 0.41
P -0.29045 -1.09851 2.06884 2.19
C 0.19229 -2.79534 2.43423 0.89
C -0.44071 -3.81193 1.71861 -0.82
C -0.16059 -5.13766 1.99710 -0.82
C 0.78370 -5.45945 2.96384 -0.86
C 1.44708 -4.45106 3.64698 -0.80
C 1.14671 -3.12014 3.39306 -0.98
C -2.08600 -0.99944 2.44047 0.61
C -2.87700 -2.07762 2.82788 -0.19
C -4.18528 -1.86720 3.24793 -0.70
C -4.71073 -0.58450 3.29071 -0.65
C -3.93041 0.49340 2.89042 -1.06
C -2.62988 0.28332 2.46449 -0.40
C 1.21916 3.31426 0.62994 -1.12
C 1.66448 4.56672 1.07733 -0.28
C 1.23815 5.76378 0.52615 -0.93
C 0.30374 5.75952 -0.49206 -1.11
C -0.15583 4.54133 -0.95388 -0.52
C 0.31039 3.32307 -0.44210 0.76
P -0.48421 1.91192 -1.26734 2.18
C -2.24610 2.28096 -0.98525 1.46
C -2.64204 2.88623 0.20678 -0.75
C -3.97285 3.20872 0.41932 -0.74
C -4.92015 2.93407 -0.55778 -0.79
C -4.53163 2.32823 -1.74523 -0.77
C -3.20348 1.99378 -1.95657 -0.79
C -0.26520 2.00510 -3.06062 0.82
C -0.60771 0.84514 -3.75862 -0.24
C -0.57071 0.82100 -5.14258 -0.77
C -0.18077 1.95348 -5.84384 -0.91
C 0.18644 3.10054 -5.15513 -0.74
C 0.14880 3.12957 -3.76999 -0.94
H 4.82335 1.72727 2.46342 0.53
H 6.79003 0.47099 1.74898 0.46
H 6.61089 -1.21796 -0.06235 0.47
H 4.42896 -1.63699 -1.11473 0.62
H 2.73527 1.92649 -1.73985 0.16
H 3.61745 2.68753 -3.89987 0.51
H 3.74845 1.12286 -5.81016 0.44
H 2.99379 -1.21547 -5.54396 0.51
H 2.12355 -1.99562 -3.39751 0.47
H 3.12992 -2.85339 0.65585 0.61
H 2.89045 -5.28418 0.39087 0.51
H 1.26160 -6.20392 -1.22101 0.47
H -0.20056 -4.68580 -2.50637 0.51
H 0.03097 -2.24050 -2.25644 0.48
H 1.87036 2.73042 4.48869 0.55
H 1.00457 2.00429 6.63359 0.44
H -0.35565 -0.08066 6.79414 0.48
H -0.82866 -1.35695 4.75701 0.51
H -1.17074 -3.56969 0.95517 0.39
H -0.67314 -5.92214 1.45576 0.48
H 1.00093 -6.49604 3.18449 0.46
H 2.19043 -4.69613 4.39347 0.47
H 1.65803 -2.34337 3.94755 0.50
H -2.47255 -3.08118 2.84126 0.47
H -4.78318 -2.70939 3.56998 0.50
H -5.72180 -0.42325 3.64007 0.41
H -4.33036 1.49781 2.92110 0.46
H -2.01482 1.13694 2.19880 0.21
H 2.36587 4.62178 1.89397 0.56
H 1.62622 6.69440 0.91753 0.46
H -0.07203 6.68132 -0.91419 0.48
H -0.92156 4.53567 -1.71909 0.78
H -1.91003 3.13754 0.96523 0.42
H -4.26571 3.69932 1.33855 0.61
H -5.95480 3.20976 -0.40263 0.46
H -5.26341 2.13452 -2.51891 0.52
H -2.91245 1.54004 -2.89431 0.38
H -0.90396 -0.04407 -3.20908 0.11
H -0.83709 -0.08331 -5.67375 0.46
H -0.15328 1.93790 -6.92508 0.45
H 0.50865 3.97960 -5.69688 0.47
H 0.46856 4.02659 -3.26052 0.53
C -3.45338 -2.61436 -2.18844 -1.15
S -3.15197 -1.86632 -0.58910 0.79
C -4.72941 -1.06449 -0.36672 -0.82
O -2.17572 -0.73949 -0.92207 -0.69
H -4.24646 -3.35539 -2.08940 0.49
H -2.53235 -3.10774 -2.49262 0.20
H -3.73145 -1.84401 -2.90535 0.37
H -5.48207 -1.82746 -0.16856 0.50
H -4.97572 -0.48355 -1.25294 0.43
H -4.62863 -0.41514 0.49948 -0.01
```

## Properties
- 2S+1: 1
- Electronic energy: -162303.5675 eV
- Net charge: +2